Entry 1:
58
Properties=species:S:1:pos:R:3:forces:R:3 method="wB97M-V/def2-TZVPD" multiplicity=1 total_energy_ev=-45203.7718
C -4.239544 -3.431474 2.647700 -0.1 0.0 0.2
H -4.873261 -2.568212 2.872763 0.0 0.0 0.0
O -3.825701 -3.427047 1.301433 0.1 0.0 -0.3
C -3.102881 -2.368476 0.851266 0.2 0.2 -0.1
C -2.748971 -2.422980 -0.498191 -0.1 -0.2 -0.1
C -2.041183 -1.387850 -1.077203 0.0 0.2 0.5
C -1.690784 -0.264874 -0.316365 0.0 -0.2 -0.3
C -2.006406 -0.248934 1.029382 0.1 -0.2 -0.4
C -2.706325 -1.284332 1.622766 -0.1 -0.3 0.2
H -2.941875 -1.224013 2.671829 -0.1 0.0 0.1
H -1.713115 0.600930 1.627573 0.0 0.1 0.1
C -0.998037 0.922022 -0.960821 0.2 -0.3 -0.2
N -1.548465 2.170433 -0.487076 0.1 -0.1 -0.2
C -0.752238 2.846829 0.374471 -0.3 0.5 0.0
O -1.048968 3.870887 0.947004 0.1 0.0 0.2
C 0.584818 2.100101 0.415106 0.7 -0.2 0.2
O 1.518090 2.397140 1.126938 -0.5 0.2 0.0
C 0.454326 1.007229 -0.534811 0.0 -0.3 -0.4
C 1.406034 0.122632 -0.929010 -0.2 0.5 0.2
C 2.824071 0.221319 -0.556422 0.3 -0.2 -0.1
C 3.496383 -0.935348 -0.179073 0.1 0.1 0.1
C 4.836800 -0.890291 0.169481 0.1 0.1 -0.1
C 5.518448 0.331331 0.138885 -0.2 -0.1 0.0
C 4.853734 1.474910 -0.291645 0.1 -0.2 0.1
C 3.521689 1.424938 -0.638345 0.0 -0.2 0.0
H 3.021805 2.318208 -0.973137 -0.1 0.1 0.0
H 5.407196 2.398825 -0.333323 0.1 0.1 0.0
O 6.828751 0.441210 0.515851 -0.2 0.2 -0.3
C 7.301802 -0.679472 1.230138 0.0 -0.6 0.1
C 6.862898 -1.967702 0.535636 0.5 0.3 0.1
H 7.244066 -1.969419 -0.495098 0.0 0.0 0.1
O 5.455943 -2.061150 0.528256 -0.3 0.1 0.1
H 7.229781 -2.849108 1.063588 0.0 0.1 -0.1
H 6.901837 -0.666155 2.253084 0.1 0.0 -0.1
H 8.388885 -0.593078 1.259282 -0.1 -0.1 0.0
H 2.983691 -1.882629 -0.138467 0.0 -0.1 0.0
O 1.144350 -0.930026 -1.715934 0.0 0.0 0.0
H 0.202730 -0.989775 -1.961912 0.0 0.0 0.0
C -2.886685 2.597233 -0.831633 -0.1 -0.1 0.1
C -3.948271 1.789755 -0.158622 -0.1 0.6 0.7
C -4.495301 1.884772 1.086877 0.2 0.1 -0.6
C -5.426797 0.823623 1.191126 -0.1 -0.3 -0.4
C -5.375278 0.164232 0.003626 -0.4 -0.1 0.7
O -4.486069 0.740819 -0.821211 0.2 0.1 -0.4
H -5.902288 -0.692975 -0.365646 0.0 -0.1 -0.1
H -6.048933 0.592721 2.031378 -0.2 -0.1 0.1
H -4.259967 2.618956 1.829344 0.1 0.2 0.1
H -3.012445 2.525751 -1.917248 0.0 0.1 0.1
H -2.961152 3.640253 -0.511465 0.0 -0.1 -0.1
H -1.116952 0.861193 -2.051619 0.1 0.1 0.2
O -1.613763 -1.381154 -2.384228 0.0 0.3 0.3
C -1.981739 -2.457425 -3.218484 0.0 -0.2 -0.2
H -3.068145 -2.540980 -3.300913 0.0 0.0 0.0
H -1.559700 -2.227093 -4.195312 -0.1 -0.1 0.0
H -1.565185 -3.400987 -2.855567 0.0 0.0 0.0
H -3.054085 -3.291889 -1.056406 0.0 -0.1 -0.1
H -3.384417 -3.444688 3.330272 0.0 0.0 0.0
H -4.815660 -4.346508 2.774797 0.0 0.1 0.0


Entry 2:
9
Properties=species:S:1:pos:R:3:forces:R:3 method="wB97M-V/def2-TZVPD" multiplicity=1 total_energy_ev=-8274.3843 e_above_lowest_ev=7.175
C -1.760491 0.359447 0.048056 -1.6 -0.3 0.1
C 0.300813 -0.675578 0.257115 2.7 1.6 0.0
O -0.484137 0.364422 0.202630 1.5 0.7 -0.2
O 2.523267 0.128361 -0.585413 0.2 1.2 -2.0
O 1.565241 -0.367456 0.490672 -1.4 -0.8 1.7
H -2.135801 1.384577 0.011552 -0.5 -0.9 0.1
H -2.222986 -0.636344 0.185283 -0.4 1.1 -0.3
H -0.098627 -1.646716 0.194798 -0.2 -1.1 -0.3
H 2.312723 1.089284 -0.804689 -0.2 -1.6 0.9


Entry 3:
46
Properties=species:S:1:pos:R:3:forces:R:3 method="wB97M-V/def2-TZVPD" s_squared=0.760 multiplicity=2 total_charge=+2 total_energy_ev=-25599.8149 e_above_lowest_ev=0.646
C 0.011114 -2.278434 0.325759 -1.3 -1.6 0.5
C -0.047465 -1.014906 1.188373 -1.4 1.2 -0.4
C 0.928418 0.008718 0.690261 1.4 -2.3 2.0
C 0.623846 1.154684 0.025467 -0.1 2.2 -2.1
C -0.708724 1.614352 -0.377147 -0.6 -1.1 -0.4
C 2.805129 -0.457672 2.247438 0.2 -0.4 1.3
C 2.348438 -0.293827 1.009707 -1.5 0.6 -1.0
N -0.797552 -2.044425 -0.936891 1.0 0.6 0.7
H -0.469059 -3.134279 0.912134 0.5 1.3 -0.9
H 1.031105 -2.592974 0.087293 -0.2 0.3 -0.2
H 0.196935 -1.274497 2.210352 0.2 -0.2 0.3
H -1.110217 -0.615760 1.198456 1.3 -0.5 0.0
H 1.457944 1.801003 -0.300404 -0.2 -0.4 0.4
H -0.704665 2.164958 -1.319101 0.4 0.1 0.0
H -1.424253 0.777564 -0.494709 0.2 0.4 0.2
H -1.151120 2.285407 0.351668 -0.1 0.4 0.4
H 2.154929 -0.369910 3.129105 0.2 -0.1 -0.5
H 3.856436 -0.646985 2.485658 -0.3 0.1 -0.3
H 2.972229 -0.313071 0.131824 0.6 0.3 -0.1
H -0.317512 -1.272570 -1.499949 0.0 -0.9 -0.4
H -0.872265 -2.888031 -1.511062 0.0 0.2 0.1
H -1.734867 -1.665363 -0.717625 -0.5 -0.4 0.2
H -3.032500 -1.989511 1.692149 -0.3 0.0 0.3
H -3.369090 -3.510534 1.663347 0.9 0.9 -0.5
O -2.745500 -2.826640 1.307805 -0.5 -1.4 0.3
H 0.339254 2.242579 -4.495000 -0.1 0.0 0.1
H 1.220479 1.864880 -3.255734 -0.8 0.1 -0.7
O 0.284373 1.924771 -3.585372 0.6 0.0 0.4
H 0.079881 0.149435 -3.187791 0.8 -0.9 0.4
H 1.429993 -0.212570 -2.527245 -0.2 -0.1 -0.4
O 0.561593 -0.616499 -2.734839 -0.6 1.0 0.1
H 4.061156 3.377212 -0.890744 0.1 -0.1 0.1
H 4.510656 2.134899 -0.058526 -0.2 0.3 -0.4
O 3.841749 2.457595 -0.688981 0.2 -0.1 0.5
H -0.762655 1.398274 2.604189 -0.2 0.3 0.3
H -1.738433 1.992743 3.680766 0.2 -0.3 -0.3
O -1.555394 1.216726 3.122478 0.1 0.2 0.1
H -2.814553 0.234776 2.508191 -0.3 0.0 0.2
H -4.323877 -0.158141 2.646659 -0.3 0.1 0.2
O -3.517875 -0.361052 2.171916 0.5 0.2 -0.2
H -4.072964 -0.752680 -0.899326 -0.8 -0.2 -0.4
H -3.367445 -0.436519 0.435646 -0.4 0.0 -0.2
O -3.222281 -0.589800 -0.520039 1.3 0.4 0.3
H 3.092416 1.596250 -1.892538 0.2 -0.5 -1.0
H 3.371196 0.836418 -3.281416 0.1 0.2 0.1
O 2.681010 1.083400 -2.652211 0.3 0.3 0.9


Entry 4:
15
Properties=species:S:1:pos:R:3:forces:R:3 method="wB97M-V/def2-TZVPD" multiplicity=1 total_energy_ev=-7830.8781 e_above_lowest_ev=1.442
C 1.749831 0.738899 -1.122698 0.4 -0.9 -0.8
C 1.947900 -0.589188 -0.443151 0.5 0.8 0.0
C 2.341704 -0.739510 0.813519 -0.2 -0.8 0.4
H 1.743991 1.574866 -0.438669 -0.5 0.2 0.0
H 2.595527 0.882454 -1.808171 0.2 0.0 0.2
H 0.929462 0.654336 -1.838733 -0.5 0.5 0.5
H 1.880804 -1.436678 -1.115976 0.1 -0.2 0.2
H 2.598142 -1.712835 1.216492 -0.1 -0.2 -0.2
H 2.386365 0.023384 1.576981 0.1 0.5 -0.3
C -1.614865 0.113403 0.118336 0.0 -0.8 0.4
N -2.235556 -0.286303 1.259863 0.0 -0.1 0.2
O -2.139822 0.772063 -0.739304 -0.1 0.3 -0.4
H -0.607472 -0.319889 0.033608 0.2 0.3 0.0
H -3.230798 -0.179677 1.340230 -0.1 0.2 0.1
H -1.750432 -0.785879 1.987923 0.0 0.0 -0.3


Entry 5:
6
Properties=species:S:1:pos:R:3:forces:R:3 method="wB97M-V/def2-TZVPD" multiplicity=1 total_energy_ev=-4159.5375 e_above_lowest_ev=0.401
H -2.156571 -0.264242 0.115448 1.2 1.8 -0.7
H -0.820604 -0.638868 -0.080508 2.2 -1.2 -0.2
H 0.983050 0.901070 0.106699 0.0 -1.2 -0.6
H 2.038567 -0.164944 0.263867 0.5 -0.3 0.1
O -1.280963 0.164534 -0.178530 -3.9 -0.4 0.9
O 1.236520 0.002452 -0.226974 0.0 1.3 0.5


Entry 6:
39
Properties=species:S:1:pos:R:3:forces:R:3 method="wB97M-V/def2-TZVPD" multiplicity=1 total_energy_ev=-27040.1531 e_above_lowest_ev=1.794
O 6.106960 -13.807716 -14.510036 0.9 0.0 0.8
H 6.993928 -13.667754 -14.894487 -0.1 0.0 0.2
H 5.541337 -14.099607 -15.213607 -0.7 -0.1 -0.6
O 8.861728 -13.310689 -14.959144 -0.4 -1.3 1.3
H 8.996070 -12.679816 -15.649403 0.4 1.1 -0.6
H 8.907208 -12.860984 -14.101225 0.0 0.0 -0.5
O 7.527577 -12.759165 -20.363786 0.7 0.5 -1.2
H 7.111870 -13.178938 -21.122362 0.1 0.0 0.0
H 7.066327 -13.064008 -19.602806 -0.5 -0.3 1.1
O 5.262492 -9.972141 -15.911051 0.1 -0.1 -0.8
H 5.619599 -10.412349 -16.698918 0.4 -0.7 0.3
H 4.904904 -9.189342 -16.290799 -0.8 1.2 0.0
O 8.085301 -9.143740 -14.838363 -0.1 0.2 -0.7
H 7.599529 -9.857846 -14.426420 0.1 -0.9 1.3
H 7.420837 -9.013725 -15.521680 0.1 0.6 -0.5
O 6.889021 -11.773508 -16.913264 -1.6 1.3 0.7
H 7.800528 -11.512339 -16.966825 1.0 -0.3 -0.2
H 6.703024 -12.584477 -17.344175 0.1 -1.1 -0.7
O 10.407863 -9.070815 -16.969945 0.0 -0.1 0.1
H 10.471114 -8.911413 -16.022417 -0.1 0.0 0.1
H 9.456520 -9.047041 -17.162965 0.2 0.4 0.0
O 6.992182 -14.550604 -18.057783 0.4 1.2 0.9
H 7.451866 -15.033410 -17.373171 0.5 0.0 0.5
H 6.604990 -15.218316 -18.575745 -0.7 -1.4 -1.3
O 6.210615 -11.155280 -13.800465 0.9 1.4 1.4
H 6.062892 -12.080730 -13.738365 -0.2 -1.6 0.0
H 6.022007 -10.945496 -14.700692 -0.6 0.1 -0.8
O 9.550795 -11.669589 -17.009999 -0.3 -0.7 0.6
H 9.617596 -11.932404 -17.914431 0.2 -0.3 -1.0
H 9.735678 -10.731345 -16.986330 0.8 0.9 0.1
O 8.038362 -9.247823 -18.180054 0.8 1.1 1.3
H 7.575615 -9.748653 -18.813574 -1.0 -0.9 -1.2
H 7.671542 -8.360745 -18.128194 -0.2 -0.1 -0.3
O 4.904342 -12.513794 -19.090201 0.3 0.2 0.6
H 4.043231 -12.099314 -19.103222 -0.3 0.0 0.0
H 4.959100 -13.056627 -19.865625 -0.3 -0.2 -0.7
O 4.487522 -14.500405 -16.630732 -0.1 1.0 0.1
H 4.069484 -15.338002 -16.553220 -0.5 -1.1 0.1
H 5.251270 -14.608609 -17.197885 0.2 0.1 -0.3


- What is the multiplicity in the first record?
  1